11
Properties=species:S:1:pos:R:3:forces:R:3 method="wB97M-V/def2-TZVPD" gap_ev=8.0790 max_force_ev_per_a=8.40 relative_energy_kj_mol=302.0 energy_ev=-37621.2941
S -1.344647 -1.436479 -0.088889 -0.19 -1.89 -1.02
C -0.387882 0.105547 -0.122199 -0.88 -0.68 2.14
S -1.656845 1.427792 -0.065191 -0.12 -0.49 3.69
C 0.501570 0.089769 1.135120 1.30 1.86 0.36
S 2.102460 -0.441122 0.425167 0.77 -0.73 3.33
N 1.749893 -0.257618 -1.064861 -7.34 2.02 -3.53
N 0.347498 0.089097 -1.286508 7.13 -0.85 -1.70
H -0.737884 -2.039462 -1.187406 -0.44 0.56 0.97
H -1.547962 1.839383 -1.226003 0.52 0.95 -3.46
H 0.733481 1.142337 1.466807 -0.49 -0.92 -0.11
H 0.240321 -0.519243 2.013964 -0.26 0.16 -0.66